(1)
{"formula": "C8H38O13", "method": "ωB97M-V with the def2-TZVPD basis set", "symbols": ["C", "C", "C", "C", "C", "C", "C", "C", "H", "H", "H", "H", "H", "H", "H", "H", "H", "H", "H", "H", "H", "H", "O", "H", "H", "O", "H", "H", "O", "H", "H", "O", "H", "H", "O", "H", "H", "O", "H", "H", "O", "H", "H", "O", "H", "H", "O", "H", "H", "O", "H", "H", "O", "H", "H", "O", "H", "H", "O"], "positions_angstrom": [[-2.92324, -0.75889, -0.99545], [-1.44887, -0.74766, -1.27782], [-0.88170, 0.10246, -2.13073], [0.00137, -1.40239, 0.61787], [-0.62419, -1.73065, -0.51644], [-0.64787, -3.09956, -1.10507], [0.41600, -3.69936, -1.62798], [0.77740, -2.34158, 1.49052], [-3.33557, -1.77131, -1.03538], [-3.12568, -0.33953, -0.01237], [-3.48474, -0.17119, -1.72426], [0.18122, 0.10319, -2.33683], [-1.43745, 0.81853, -2.73050], [-0.05489, -0.37835, 0.97613], [-1.61619, -3.58945, -1.11368], [1.39702, -3.23530, -1.66838], [0.38636, -4.69240, -2.05894], [0.91159, -3.31786, 1.03469], [1.74311, -1.90551, 1.75599], [0.26209, -2.47200, 2.44668], [-3.05794, -2.00597, 3.02094], [-2.09493, -2.07356, 1.80836], [-2.13513, -1.89828, 2.75950], [0.76971, 1.17092, 3.30093], [1.48058, 2.56907, 3.14370], [1.65708, 1.59588, 3.22164], [-0.94922, 3.14200, 1.07766], [0.21398, 3.37896, 0.08075], [-0.52265, 3.84444, 0.55573], [-1.70025, -1.79129, -3.62705], [-0.87284, -3.02970, -3.79113], [-1.72307, -2.66181, -4.04754], [-1.22747, -0.33165, 3.20626], [-1.41446, 1.14275, 2.65951], [-0.88361, 0.58396, 3.26425], [3.74313, 1.32509, 1.24722], [2.35224, 1.20941, 1.93933], [2.85333, 0.99985, 1.06549], [-2.82115, 2.34112, 0.71505], [-3.10679, 2.66853, 2.22299], [-2.54721, 2.14202, 1.64481], [3.28304, -2.32530, -1.72980], [4.09768, -3.60239, -1.61464], [3.48776, -3.16180, -2.19966], [1.63107, 2.24418, -1.56384], [1.97266, 2.10338, -0.03708], [1.52890, 2.68145, -0.69659], [0.51393, 4.27468, 1.96068], [1.81095, 4.87878, 2.57088], [1.07915, 4.28971, 2.77221], [2.15840, 0.70431, -3.68167], [2.40445, 0.21125, -2.20255], [2.16069, 0.98664, -2.76650], [2.67492, -0.33827, -0.03579], [1.63587, -1.30075, -0.63838], [2.51896, -0.94954, -0.80181], [-2.53271, 2.67210, -1.50194], [-2.05652, 3.69649, -0.48225], [-2.87834, 3.24217, -0.80776]], "forces_ev_per_angstrom": [[-0.26, -0.09, -0.32], [-0.03, 0.58, -0.03], [0.14, -0.11, -0.23], [0.00, -0.22, 0.11], [-0.24, -0.23, -0.14], [0.24, -0.12, 0.19], [0.12, 0.12, 0.06], [-0.02, 0.14, 0.37], [0.08, 0.00, 0.10], [0.00, -0.03, 0.24], [0.11, 0.05, 0.00], [-0.07, -0.04, 0.21], [-0.26, -0.08, 0.16], [-0.10, 0.05, -0.11], [-0.04, -0.06, -0.12], [-0.21, -0.08, 0.06], [-0.24, -0.03, 0.02], [0.09, -0.01, -0.01], [0.07, -0.09, -0.15], [-0.05, -0.02, -0.07], [0.14, 0.02, -0.07], [-0.01, 0.05, 0.12], [-0.21, -0.15, -0.03], [0.20, 0.08, 0.06], [0.06, -0.50, 0.15], [-0.37, 0.50, -0.02], [-0.07, 0.14, 0.03], [-0.01, 0.13, -0.30], [0.08, -0.31, 0.18], [-0.07, -0.07, -0.06], [0.06, -0.16, 0.03], [-0.07, 0.26, -0.04], [-0.03, 0.56, -0.11], [0.03, -0.54, 0.24], [-0.03, -0.02, -0.09], [0.01, -0.12, -0.20], [0.07, -0.26, -0.25], [0.07, 0.19, 0.44], [-0.09, 0.08, 0.32], [-0.08, 0.05, -0.06], [0.00, -0.13, -0.19], [0.23, -0.33, -0.18], [0.34, -0.29, 0.21], [-0.22, 0.61, -0.05], [0.02, 0.06, 0.28], [0.04, 0.13, -0.44], [-0.05, -0.06, 0.22], [0.27, 0.16, 0.35], [0.01, 0.05, -0.01], [-0.23, -0.09, -0.30], [0.10, -0.09, -0.12], [-0.12, 0.36, -0.35], [0.24, -0.30, 0.31], [0.11, -0.16, -0.33], [-0.22, -0.01, -0.05], [0.37, 0.41, 0.16], [-0.11, -0.08, -0.16], [-0.51, -0.10, -0.26], [0.69, 0.17, 0.25]], "nbo_charge": [-0.655, 0.006, -0.422, -0.194, -0.103, -0.227, -0.393, -0.677, 0.220, 0.224, 0.223, 0.225, 0.190, 0.226, 0.214, 0.218, 0.209, 0.229, 0.230, 0.239, 0.487, 0.491, -0.958, 0.518, 0.513, -0.997, 0.490, 0.519, -1.013, 0.471, 0.473, -0.943, 0.509, 0.504, -1.014, 0.486, 0.514, -1.030, 0.517, 0.491, -1.012, 0.495, 0.466, -0.969, 0.515, 0.503, -1.019, 0.505, 0.479, -0.986, 0.485, 0.512, -0.998, 0.525, 0.496, -1.022, 0.476, 0.508, -0.970], "e_above_lowest_kcal_mol": 0.00, "gap_ev": 9.90}

(2)
{"formula": "C8H3Br4Cl3NO2SiTa", "method": "ωB97M-V with the def2-TZVPD basis set", "symbols": ["Ta", "Br", "C", "C", "Br", "C", "Br", "C", "O", "C", "O", "C", "Br", "C", "C", "N", "H", "H", "H", "Cl", "Si", "Cl", "Cl"], "positions_angstrom": [[1.42882, -0.06934, 0.34466], [-2.78478, -5.53699, 1.34790], [-2.37106, -3.74261, 1.64486], [-3.25174, -2.91004, 2.35442], [-4.85619, -3.58790, 3.01774], [-2.93694, -1.56362, 2.56852], [-4.06733, -0.39274, 3.48918], [-1.74268, -1.06392, 2.07865], [-1.43172, 0.26112, 2.27157], [-0.87284, -1.89424, 1.38336], [0.31376, -1.35761, 0.94432], [-1.17171, -3.22693, 1.15731], [0.07334, -4.24921, 0.20139], [4.38306, -0.18698, -3.35837], [3.48864, -0.10314, -2.23220], [2.77183, -0.02894, -1.33295], [4.99975, 0.71354, -3.38749], [3.79278, -0.25694, -4.27420], [5.01662, -1.06922, -3.25418], [1.41251, 1.27389, 2.45165], [-0.64479, 1.59259, 1.99726], [-0.31972, 1.66346, -0.09759], [-1.34914, 3.22946, 2.80578]], "forces_ev_per_angstrom": [[0.35, 0.24, -0.04], [0.00, -0.02, -0.01], [-0.07, 0.03, 0.05], [0.04, -0.05, -0.03], [-0.01, 0.00, 0.01], [-0.01, 0.05, 0.01], [0.00, -0.01, -0.01], [0.01, -0.08, -0.15], [0.03, 0.07, 0.21], [-0.06, 0.01, 0.13], [-0.21, -0.23, -0.04], [0.09, 0.06, -0.02], [-0.03, -0.01, 0.01], [0.00, -0.01, -0.01], [0.00, 0.01, 0.05], [-0.05, -0.06, -0.11], [0.00, 0.00, -0.01], [0.01, 0.00, 0.00], [0.00, 0.01, -0.01], [-0.05, 0.02, 0.06], [-0.03, -0.14, 0.04], [0.01, 0.08, -0.12], [-0.04, 0.03, -0.01]], "nbo_charge": [1.665, 0.210, -0.145, -0.131, 0.218, -0.132, 0.189, 0.218, -0.886, 0.240, -0.709, -0.145, 0.167, -0.764, 0.663, -0.663, 0.314, 0.313, 0.311, -0.211, 1.672, -0.213, -0.182], "charge": 2, "e_above_lowest_kcal_mol": 0.00, "gap_ev": [6.27, 6.30]}

(3)
{"formula": "C8H4", "method": "ωB97M-V with the def2-TZVPD basis set", "symbols": ["C", "C", "C", "C", "C", "C", "C", "C", "H", "H", "H", "H"], "positions_angstrom": [[1.04471, -3.47907, -2.33207], [0.65638, -2.95903, -1.08518], [0.79563, -0.80205, -2.55418], [0.44155, 0.21633, -1.98384], [0.93182, -2.13173, -2.37555], [0.42549, -1.94143, -0.40955], [0.23896, 0.55546, -0.63694], [-0.08364, -0.72638, 0.23358], [1.16615, 0.92198, -0.23629], [-0.68134, 1.12974, -0.32775], [-1.15181, -1.00821, 0.31645], [0.24214, -0.68016, 1.32824]], "forces_ev_per_angstrom": [[0.55, 1.05, -2.45], [-0.61, 2.10, 2.30], [-0.28, 1.44, -0.21], [0.25, -1.35, -1.55], [0.72, -3.74, -1.77], [0.03, -0.57, 2.11], [-2.03, 0.88, 2.88], [-0.25, -2.63, 0.91], [0.13, 0.82, 0.36], [1.35, 0.41, -0.82], [0.06, 1.18, -0.18], [0.08, 0.42, -1.59]], "nbo_charge": [-0.120, -0.029, -0.031, 0.078, -0.014, 0.066, -0.476, -0.471, 0.251, 0.246, 0.240, 0.258], "e_above_lowest_kcal_mol": 100.25, "gap_ev": 8.07}

(4)
{"formula": "C8H42N2O12", "method": "ωB97M-V with the def2-TZVPD basis set", "symbols": ["C", "C", "C", "O", "C", "N", "H", "H", "H", "H", "H", "H", "H", "H", "H", "H", "H", "C", "C", "C", "O", "C", "N", "H", "H", "H", "H", "H", "H", "H", "H", "H", "H", "H", "O", "H", "H", "O", "H", "H", "O", "H", "H", "O", "H", "H", "O", "H", "H", "O", "H", "H", "O", "H", "H", "O", "H", "H", "O", "H", "H", "O", "H", "H"], "positions_angstrom": [[29.79650, -3.24496, 5.11942], [29.41408, -2.47470, 6.41514], [30.71241, -2.16072, 7.34599], [30.29682, -1.75742, 8.61778], [31.25228, -1.76793, 9.66370], [28.88413, -1.24447, 5.92762], [30.66000, -2.89744, 4.55224], [28.95669, -3.32653, 4.42938], [30.15292, -4.22699, 5.43041], [28.73276, -3.17744, 6.89480], [31.28721, -1.33521, 6.92617], [31.17626, -3.14605, 7.39154], [30.75346, -1.57716, 10.61391], [32.02894, -1.01953, 9.50633], [31.68629, -2.76664, 9.61558], [29.54205, -1.01356, 5.19693], [28.08273, -1.42930, 5.34137], [40.30461, -1.76636, 2.66872], [39.77353, -3.20029, 2.46492], [38.46563, -3.41598, 1.58209], [37.40672, -2.54637, 1.89996], [36.58889, -3.09586, 2.90123], [40.79430, -3.94998, 1.80656], [40.89384, -1.40205, 1.82717], [41.00507, -1.64988, 3.49569], [39.42711, -1.12363, 2.73950], [39.45150, -3.62469, 3.41586], [38.09700, -4.44148, 1.60564], [38.70232, -3.07330, 0.57478], [36.36545, -4.16006, 2.82608], [35.59561, -2.65444, 2.98281], [37.03549, -3.01430, 3.89218], [40.55619, -4.90689, 1.58815], [41.66063, -4.11391, 2.29921], [23.33057, 1.10644, 6.25915], [22.64034, 0.56740, 6.64550], [23.78099, 0.52012, 5.65122], [28.65213, -7.62816, 10.05803], [28.51021, -6.68157, 10.06515], [28.41223, -7.91345, 10.93967], [28.28253, 0.32206, 0.88765], [28.02327, -0.07548, 0.05640], [28.85093, 1.05072, 0.63824], [27.06673, -3.48152, 10.61044], [27.46478, -2.61698, 10.50857], [26.50398, -3.57865, 9.84226], [23.93545, -1.49049, 3.44194], [23.09877, -1.35202, 2.99806], [23.97852, -2.43621, 3.58326], [26.44271, 3.26127, 3.81585], [26.81338, 2.53217, 3.31860], [26.77767, 4.04445, 3.37919], [35.91503, 2.65350, 10.78286], [36.62088, 3.28433, 10.64119], [36.08896, 2.28968, 11.65096], [27.42561, 2.06945, 8.44259], [28.30843, 2.27850, 8.74781], [27.56082, 1.46436, 7.71333], [24.33401, -2.38310, 7.69563], [24.12751, -1.46392, 7.86504], [24.86416, -2.36705, 6.89881], [30.45673, -9.41370, 6.45602], [31.32138, -9.18931, 6.11212], [30.49166, -9.15894, 7.37804]], "forces_ev_per_angstrom": [[1.20, -1.29, 1.07], [2.47, -0.45, -0.92], [-2.32, -0.85, -0.62], [-1.26, 0.48, 0.58], [-0.01, -0.54, -1.09], [-1.00, 1.49, 0.13], [-0.02, 0.80, 0.09], [-0.07, -0.10, 0.22], [-0.36, -0.55, -0.27], [-0.26, 0.72, 0.66], [0.41, -0.39, -0.56], [0.90, 0.13, 0.06], [-0.07, -0.12, -0.19], [0.15, 0.12, -0.01], [0.44, -0.08, 0.66], [0.36, 0.79, 0.01], [-0.64, -0.09, 0.22], [-0.87, -0.06, -0.65], [-0.85, -0.23, -0.06], [1.29, 2.11, -0.44], [-0.98, -0.43, 0.69], [-0.48, -0.10, 1.23], [1.15, -1.48, -0.84], [-0.26, -0.34, -0.44], [-0.47, -0.26, 0.42], [0.21, 0.32, 0.47], [0.34, 0.07, 0.62], [0.43, -0.23, -0.03], [0.36, -0.63, -0.26], [0.31, -0.34, -0.71], [0.22, 0.62, -0.47], [0.24, 0.27, 0.19], [-0.72, -0.09, -0.22], [0.10, 0.80, 0.51], [0.06, 0.13, 0.19], [-0.25, -0.09, 0.07], [0.16, -0.13, -0.33], [0.14, -0.19, -0.21], [-0.06, 0.32, 0.00], [-0.07, -0.09, 0.21], [-0.06, -0.03, 0.26], [-0.11, -0.14, -0.19], [0.17, 0.19, -0.04], [0.11, -0.29, 0.20], [0.14, 0.25, -0.06], [-0.25, 0.03, -0.22], [0.20, 0.18, 0.18], [-0.22, 0.11, -0.13], [0.02, -0.26, 0.03], [-0.11, 0.00, 0.16], [0.07, -0.27, -0.13], [0.05, 0.23, -0.06], [-0.17, -0.06, -0.14], [0.16, 0.18, -0.08], [0.01, -0.12, 0.22], [-0.22, 0.12, 0.17], [0.21, 0.03, 0.07], [0.04, -0.22, -0.25], [-0.05, -0.30, 0.11], [-0.01, 0.32, 0.11], [0.14, 0.03, -0.20], [-0.13, -0.09, -0.17], [0.20, 0.03, -0.12], [-0.11, 0.08, 0.31]], "nbo_charge": [-0.641, -0.052, -0.056, -0.554, -0.238, -0.816, 0.203, 0.210, 0.204, 0.195, 0.172, 0.160, 0.195, 0.167, 0.164, 0.343, 0.345, -0.628, -0.065, -0.060, -0.529, -0.261, -0.846, 0.216, 0.211, 0.223, 0.151, 0.167, 0.191, 0.162, 0.191, 0.163, 0.352, 0.361, -0.934, 0.461, 0.473, -0.944, 0.475, 0.469, -0.938, 0.470, 0.468, -0.949, 0.474, 0.474, -0.942, 0.474, 0.469, -0.932, 0.468, 0.464, -0.934, 0.467, 0.467, -0.940, 0.464, 0.475, -0.942, 0.475, 0.466, -0.937, 0.463, 0.473], "e_above_lowest_kcal_mol": 65.54, "gap_ev": 9.29}